This record from the OMol25 dataset describes 2 unconnected molecules or ions with the total composition C8H13N2 in a non-equilibrium geometry. The level of theory is wB97M-V/def2-TZVPD.

The lowest unoccupied orbital energy is -3.588 eV. The energy above the lowest of the compared OMol25 structures with the same formula, charge and spin is 530.4 kJ/mol. The calculation puts the largest force on an atom at 2.41 eV/Å. As for the total charge: +1.

XYZ file:
```
23
Properties=species:S:1:pos:R:3:forces:R:3:nbo_charge:R:1
C -2.891752 1.724434 1.525084 -0.116 0.177 -0.282 -0.26
C -3.603555 2.270112 0.736765 0.142 -0.219 0.240 -0.21
C -2.198696 0.469395 -1.798214 0.911 -1.159 1.113 -0.05
C -2.277404 -0.616912 -1.011688 1.058 1.287 -0.681 -0.07
C -1.037045 0.063060 -1.095213 -2.316 -0.189 -0.634 0.32
C 0.929934 -2.110982 -0.321197 0.186 0.246 0.132 -0.63
C 2.979703 0.519523 1.118123 0.202 0.024 0.006 -0.41
C 1.055416 -0.654438 0.100510 -0.290 -0.103 -0.143 0.13
N 0.187592 0.216971 -0.794514 0.871 0.273 0.179 -0.52
N 2.347588 -0.095259 -0.037944 0.341 -0.111 -0.100 -0.65
H -2.260638 1.274364 2.233228 0.325 -0.243 0.445 0.24
H -2.654603 1.152230 -2.477724 -0.229 0.257 -0.232 0.27
H -2.854429 -1.417756 -0.611617 -0.280 -0.313 0.166 0.27
H 1.538939 -2.716671 0.347475 -0.040 -0.052 0.018 0.25
H -0.095988 -2.459432 -0.259419 -0.126 -0.071 0.027 0.22
H 1.286030 -2.253082 -1.338619 0.047 0.028 -0.121 0.23
H 3.755721 1.196924 0.763418 -0.006 0.010 0.125 0.22
H 2.242620 1.105469 1.660803 0.004 0.065 0.086 0.20
H 3.436275 -0.211095 1.791742 -0.069 0.063 0.089 0.19
H 0.668471 -0.519220 1.116630 0.118 0.017 -0.094 0.20
H 0.727387 0.995544 -1.176424 -0.245 -0.219 0.036 0.45
H 2.993000 -0.677288 -0.552944 -0.138 -0.074 -0.014 0.39
H -4.274569 2.744109 0.081741 -0.351 0.308 -0.364 0.24
```
Forces are in eV/Å.